The following is a DFT calculation (ωB97M-V/def2-TZVPD) of an isolated molecule of C16H18N6O2 at a distorted geometry.

Structure (XYZ):
```
42
C16H18N6O2, DFT ωB97M-V/def2-TZVPD
C -4.355 -1.559 1.191
C -3.092 -1.481 0.391
C -3.138 -1.288 -0.987
C -1.975 -1.255 -1.728
C -0.720 -1.380 -1.140
C 0.496 -1.438 -2.013
C -0.671 -1.505 0.251
N 0.536 -1.602 0.970
C 1.723 -0.995 0.698
N 2.789 -1.667 1.053
C 3.961 -1.154 0.633
N 5.185 -1.600 0.777
O 5.954 -0.787 0.032
N 5.260 0.181 -0.593
C 4.010 0.000 -0.240
N 2.923 0.757 -0.480
C 1.808 0.333 0.067
N 0.738 1.164 -0.013
C 0.936 2.380 -0.790
C -0.350 3.192 -0.793
O -0.724 3.617 0.504
C -0.306 2.733 1.521
C -0.260 1.284 1.034
C -1.850 -1.587 0.991
H -4.987 -2.365 0.822
H -4.141 -1.737 2.242
H -4.916 -0.630 1.102
H -4.094 -1.187 -1.480
H -2.033 -1.145 -2.802
H 0.236 -1.882 -2.973
H 0.900 -0.445 -2.207
H 1.281 -2.041 -1.560
H 0.657 -2.444 1.522
H 1.765 2.969 -0.378
H 1.214 2.098 -1.808
H -1.160 2.594 -1.236
H -0.222 4.099 -1.389
H -1.027 2.834 2.336
H 0.687 3.026 1.895
H -0.012 0.629 1.869
H -1.247 1.008 0.648
H -1.778 -1.725 2.060
```

Results
spin multiplicity	1
total energy	-1099.43339	Ha
SMILES string	Cc1ccc(C)c(Nc2nc3nonc3nc2N2CCOCC2)c1
frontier orbital gap	0.295	Eh



The following is a DFT calculation (ωB97M-V/def2-TZVPD) of a structure of composition C2H7Cl2N2O2PS at a distorted geometry.

Structure (XYZ):
```
17
C2H7Cl2N2O2PS, DFT ωB97M-V/def2-TZVPD
C 1.501 -2.203 -0.532
C 0.837 1.507 0.898
N -1.721 0.956 0.347
N 0.781 -1.350 -1.093
O -0.851 3.209 -0.176
O -0.039 1.297 -1.566
P -1.450 -0.665 0.852
S -0.546 1.807 -0.137
Cl -2.940 -0.600 2.241
Cl -2.533 -1.738 -0.516
H -0.005 0.316 -1.531
H 2.409 -1.893 0.087
H 1.420 -3.259 -0.818
H 0.491 0.551 1.509
H 1.687 1.242 0.255
H 1.032 2.431 1.663
H -0.074 -1.610 -1.482
```

Results
spin multiplicity	1
total energy	-2000.28087	Ha
frontier orbital gap	0.351	Eh



The following is a DFT calculation (ωB97M-V/def2-TZVPD) of a cluster of 12 separate species, C26H57N5O7S5 in total at a distorted geometry.

Structure (XYZ):
```
100
C26H57N5O7S5, DFT ωB97M-V/def2-TZVPD
C -21.302 -14.245 30.744
C -21.825 -15.409 31.423
N -22.335 -16.381 31.836
H -20.786 -14.447 29.806
H -20.585 -13.698 31.356
H -22.163 -13.665 30.410
C -29.068 -19.427 29.485
C -28.717 -18.317 28.647
N -28.421 -17.525 27.889
H -29.373 -19.065 30.467
H -28.202 -20.046 29.717
H -29.682 -20.079 28.862
C -18.705 -10.738 27.762
C -18.006 -11.283 28.867
N -17.464 -11.748 29.822
H -19.642 -10.394 28.201
H -18.966 -11.580 27.120
H -18.202 -9.918 27.251
C -30.449 -11.927 26.781
C -31.304 -11.929 25.534
N -31.962 -11.971 24.551
H -30.044 -10.926 26.926
H -29.794 -12.798 26.810
H -31.110 -12.185 27.608
C -21.152 -18.036 26.787
C -19.790 -17.816 27.279
N -18.703 -17.601 27.628
H -21.759 -17.201 27.137
H -21.579 -18.940 27.222
H -21.133 -18.005 25.698
C -28.595 -15.340 19.670
S -26.889 -15.232 18.871
O -26.190 -16.338 19.532
C -27.361 -15.775 17.198
H -29.107 -16.289 19.512
H -29.329 -14.564 19.458
H -28.380 -15.362 20.738
H -27.663 -16.820 17.269
H -26.522 -15.923 16.518
H -28.166 -15.119 16.866
C -30.458 -20.472 24.063
S -28.566 -20.485 24.168
O -28.154 -21.663 23.313
C -28.417 -18.980 23.181
H -30.757 -21.499 24.271
H -30.841 -20.303 23.057
H -30.936 -19.739 24.713
H -27.429 -18.772 22.769
H -28.639 -18.071 23.741
H -29.242 -18.949 22.470
C -25.836 -9.555 29.961
S -24.347 -8.572 30.507
O -23.269 -9.579 30.925
C -23.830 -7.760 29.015
H -26.377 -9.976 30.808
H -25.555 -10.378 29.304
H -26.504 -8.837 29.485
H -22.818 -7.401 29.201
H -24.558 -7.057 28.611
H -23.581 -8.531 28.286
C -26.166 -9.351 22.563
S -27.680 -9.165 23.548
O -27.439 -8.261 24.780
C -28.572 -8.256 22.266
H -26.415 -9.826 21.613
H -25.486 -9.996 23.119
H -25.743 -8.373 22.337
H -29.537 -8.131 22.756
H -28.671 -8.968 21.447
H -28.302 -7.277 21.871
C -19.048 -17.447 21.030
S -17.200 -17.587 20.901
O -16.752 -16.156 20.643
C -16.956 -18.135 22.659
H -19.476 -16.922 21.884
H -19.485 -18.443 21.101
H -19.379 -16.913 20.139
H -17.446 -17.527 23.420
H -15.879 -18.275 22.755
H -17.354 -19.130 22.860
C -24.826 -14.096 25.841
C -23.475 -14.165 25.141
O -22.463 -13.963 25.858
C -23.296 -14.528 23.703
H -25.322 -13.131 25.943
H -24.837 -14.578 26.818
H -25.531 -14.683 25.252
H -22.405 -13.935 23.500
H -24.039 -14.247 22.956
H -22.927 -15.549 23.603
C -23.492 -22.637 22.848
C -23.430 -21.328 22.026
O -23.009 -20.298 22.569
C -23.924 -21.408 20.593
H -23.998 -23.386 22.239
H -24.187 -22.531 23.681
H -22.494 -22.979 23.123
H -24.990 -21.628 20.636
H -23.420 -22.169 19.997
H -23.749 -20.410 20.192
```

Results
spin multiplicity	1
total energy	-3815.90861	Ha
frontier orbital gap	0.318	Eh



The following is a DFT calculation (ωB97M-V/def2-TZVPD) of a structure of composition C10H15CaO10 at a distorted geometry.

Structure (XYZ):
```
36
C10H15CaO10, DFT ωB97M-V/def2-TZVPD
Ca 0.723 0.303 0.238
C -3.432 0.957 -1.753
C -2.465 0.293 -0.776
O -1.380 -0.284 -1.144
O -2.706 0.479 0.438
H -3.045 1.120 -2.759
H -3.715 1.942 -1.383
H -4.406 0.469 -1.805
C 3.256 -0.180 -3.426
C 2.282 -0.016 -2.303
O 1.146 -0.456 -2.616
O 2.628 0.342 -1.162
H 3.078 -1.249 -3.538
H 4.281 0.119 -3.204
H 2.806 0.280 -4.305
C -0.064 -1.297 4.008
C 0.322 -0.385 2.840
O -0.603 0.402 2.472
O 1.522 -0.301 2.397
H 0.477 -2.229 3.844
H -1.119 -1.498 4.197
H 0.484 -0.897 4.860
C 0.806 -4.003 1.202
C 0.573 -3.366 -0.109
O 0.163 -4.141 -0.994
O 0.554 -2.091 -0.170
H 0.044 -4.762 1.385
H 0.907 -3.244 1.977
H 1.736 -4.571 1.237
C -0.758 4.639 -0.218
C -0.570 3.242 0.403
O -1.309 3.011 1.387
O 0.307 2.432 -0.061
H 0.039 5.346 0.015
H -1.708 5.044 0.128
H -0.855 4.549 -1.300
```

Results
spin multiplicity	1
total energy	-1820.16660	Ha
net charge	-3
frontier orbital gap	0.216	Eh



The following is a DFT calculation (ωB97M-V/def2-TZVPD) of a structure of composition C32H48AlClN2O6P at a distorted geometry.

Structure (XYZ):
```
91
C32H48AlClN2O6P, DFT ωB97M-V/def2-TZVPD
Al -0.290 -0.484 0.133
Cl 0.626 0.005 1.993
P -2.589 -0.014 -0.008
C 0.408 0.548 -1.512
H -0.007 1.439 -2.008
H 1.022 -0.014 -2.230
C -3.565 0.312 1.540
C -3.104 -1.633 -0.787
C -4.993 0.828 1.333
H -3.615 -0.698 1.991
C -5.730 0.854 2.677
H -4.958 1.848 0.922
H -5.549 0.207 0.617
C -5.010 1.729 3.711
H -6.755 1.215 2.524
H -5.797 -0.173 3.059
C -3.520 1.390 3.848
H -5.112 2.782 3.417
H -5.501 1.623 4.686
C -2.798 1.240 2.499
H -3.017 2.163 4.442
H -3.421 0.445 4.401
H -2.687 2.232 2.036
H -1.780 0.861 2.661
C -2.841 1.324 -1.292
C -2.576 -1.746 -2.228
H -2.567 -2.378 -0.165
C -2.711 -3.205 -2.668
H -3.172 -1.099 -2.890
H -1.532 -1.420 -2.313
C -4.175 -3.653 -2.632
H -2.291 -3.330 -3.672
H -2.118 -3.823 -1.977
C -4.851 -3.373 -1.281
H -4.726 -3.130 -3.425
H -4.237 -4.724 -2.856
C -4.597 -1.961 -0.737
H -5.931 -3.540 -1.363
H -4.465 -4.092 -0.547
H -5.159 -1.229 -1.335
H -4.974 -1.890 0.292
C -2.394 2.692 -0.752
H -2.116 1.028 -2.070
C -2.437 3.749 -1.861
H -3.054 2.995 0.078
H -1.371 2.628 -0.347
C -3.800 3.809 -2.562
H -2.193 4.730 -1.435
H -1.654 3.514 -2.597
C -4.315 2.435 -3.007
H -4.531 4.260 -1.877
H -3.733 4.469 -3.433
C -4.247 1.373 -1.903
H -5.351 2.519 -3.354
H -3.719 2.085 -3.860
H -4.983 1.604 -1.121
H -4.529 0.396 -2.319
C 1.412 3.561 -1.548
C 1.801 3.027 -2.749
H 0.605 4.296 -1.489
C 2.894 2.016 -2.883
H 1.304 3.322 -3.677
C 3.422 1.482 -1.528
H 2.553 1.162 -3.486
H 3.749 2.451 -3.425
C 3.365 2.515 -0.408
H 2.796 0.626 -1.241
H 4.447 1.105 -1.649
C 1.928 3.025 -0.253
H 3.722 2.061 0.526
H 4.028 3.350 -0.650
H 1.309 2.164 0.060
H 1.864 3.774 0.548
O -0.857 -3.949 0.920
C 0.056 -3.250 0.513
O -0.092 -2.219 -0.320
C 1.504 -3.463 0.906
C 1.789 -4.228 2.043
C 3.121 -4.325 2.507
C 4.162 -3.655 1.853
C 3.869 -2.908 0.706
C 2.553 -2.841 0.207
N 4.882 -2.101 0.079
O 6.027 -2.082 0.573
O 4.569 -1.447 -0.942
N 3.412 -5.115 3.675
O 2.473 -5.692 4.261
O 4.602 -5.193 4.054
H 0.983 -4.733 2.564
H 5.180 -3.715 2.229
H 2.358 -2.268 -0.694
```

Results
spin multiplicity	1
total energy	-2853.07726	Ha
net charge	-1
frontier orbital gap (spin up / spin down)	0.140 / 0.278	Eh



The following is a DFT calculation (ωB97M-V/def2-TZVPD) of a cluster of 2 separate species, C5H9NO in total at a distorted geometry.

Structure (XYZ):
```
16
C5H9NO, DFT ωB97M-V/def2-TZVPD
C 2.253 1.995 -0.973
C 1.248 1.130 -1.049
C 1.491 -0.313 -1.222
C 0.494 -1.164 -1.535
H 3.296 1.815 -0.721
H 2.087 3.051 -1.125
H 0.234 1.550 -1.007
H 2.468 -0.702 -0.949
H 0.719 -2.256 -1.335
H -0.501 -0.784 -1.855
N -2.744 -0.200 1.909
C -1.998 -1.353 1.787
O -2.279 -2.294 2.488
H -3.181 -0.090 2.873
H -2.517 0.826 1.518
H -1.070 -1.211 1.198
```

Results
spin multiplicity	1
total energy	-325.83305	Ha
SMILES string	C=CC=C.NC=O
frontier orbital gap	0.358	Eh